C2H4O2S | wB97M-V/def2-TZVPD

The SMILES is CC=O.O=S. The energy above the lowest of the compared OMol25 structures with the same formula, charge and spin is 2.938 eV. Its spin multiplicity is 1. As for the orbital gap (spin up / spin down): 7.795 / 7.772 eV. Its net charge is 0. The total energy is -17066.333 eV.

```
9
C2H4O2S (wB97M-V/def2-TZVPD)
C -0.4844 -0.5535 0.7151
C -0.2887 -1.3461 -0.5357
O 0.5446 -2.1823 -0.7350
H 0.2446 0.2390 0.5126
H -0.2056 -1.2302 1.6144
H -1.4842 -0.1702 0.6464
H -0.9994 -1.0871 -1.3211
O 0.7214 3.5533 -0.4584
S 1.9518 2.7771 -0.4384
```